Entry 1:
{"formula": "C12H11N3S", "method": "ωB97M-V/def2-TZVPD", "symbols": ["S", "N", "N", "N", "C", "C", "C", "C", "C", "C", "C", "C", "C", "C", "C", "C", "H", "H", "H", "H", "H", "H", "H", "H", "H", "H", "H"], "coordinates": [[-0.9638, 0.2284, 1.8739], [1.6283, 1.8011, 2.6641], [4.4402, -0.3289, -0.9701], [-0.3997, -1.5439, -0.6583], [2.0094, -0.9153, -0.7951], [3.0703, 0.7316, 0.8392], [-2.5925, -0.9687, -1.7582], [-3.8674, -0.2323, -1.7422], [0.6616, 0.1170, 1.0259], [-1.6606, -0.8345, -0.6235], [-4.2727, 0.6461, -0.6550], [-3.3638, 0.7734, 0.4813], [1.7838, 0.9032, 1.5341], [0.7139, -0.7807, -0.1304], [-2.1103, 0.0406, 0.4637], [3.1791, -0.1752, -0.2987], [-0.4510, -2.4630, -0.2143], [-5.2113, 1.2403, -0.6225], [5.2248, -0.2815, -0.3163], [-4.5533, -0.3609, -2.6160], [4.4528, -1.2794, -1.3594], [3.9242, 1.3168, 1.2632], [2.1829, -1.5806, -1.6785], [-3.6057, 1.4138, 1.3661], [0.9038, 1.4674, 3.3034], [-2.3703, -1.6076, -2.6451], [1.2475, 2.6727, 2.2685]], "de_lowest_ev": 2.443, "molar_mass_g_mol": 229.3, "total_charge": 0, "smiles": "Nc1cc(N)c2c(c1)Nc1ccccc1S2", "homo_lumo_gap_ev": 8.436, "total_energy_ev": -27926.4964}

***

Entry 2:
{"formula": "C12H11NO", "method": "ωB97M-V/def2-TZVPD", "symbols": ["O", "N", "C", "C", "C", "C", "C", "C", "C", "C", "C", "C", "C", "C", "H", "H", "H", "H", "H", "H", "H", "H", "H", "H", "H"], "coordinates": [[2.0705, 0.8016, -1.3573], [0.7383, 0.9530, 2.8821], [1.3314, -0.9626, -3.0495], [-1.4714, -0.3836, 2.9514], [-0.4323, 0.6136, 0.9928], [0.7490, 1.3713, 0.6410], [-2.3608, -0.7167, 0.7615], [1.1497, 1.7715, -0.7538], [-0.4641, 0.3696, 2.3573], [-2.4549, -0.9049, 2.1198], [1.5950, -0.1755, -2.1556], [1.4357, 1.4591, 1.7764], [-1.4525, 0.1612, 0.1607], [1.0174, -2.0284, -3.9595], [-1.6243, 0.3446, -0.8553], [0.1857, 1.8538, -1.3345], [-3.0973, -0.9554, 0.0472], [0.4856, -2.8643, -3.6113], [1.7026, 2.6894, -0.8033], [-3.1720, -1.5769, 2.4766], [1.8615, -2.3884, -4.5559], [2.5335, 1.7981, 1.8912], [1.0856, 0.8659, 3.9091], [-1.6392, -0.5275, 4.0246], [0.2273, -1.5685, -4.5558]], "de_lowest_ev": 3.517, "molar_mass_g_mol": 185.2, "total_charge": 0, "smiles": "CC#COCc1c[nH]c2ccccc12", "homo_lumo_gap_ev": 8.999, "total_energy_ev": -16156.4668}

***

Entry 3:
{"formula": "C12H11NO4Sc", "method": "ωB97M-V/def2-TZVPD", "symbols": ["Sc", "O", "O", "O", "O", "N", "C", "C", "C", "C", "C", "C", "C", "C", "C", "C", "C", "C", "H", "H", "H", "H", "H", "H", "H", "H", "H", "H", "H"], "coordinates": [[-0.0010, -0.0672, -0.0774], [-0.0053, 3.0467, -0.5099], [0.0390, 0.7157, 2.9829], [-3.1012, -0.0005, 0.0306], [3.1003, -0.0032, -0.0486], [0.0047, -2.1611, 0.5042], [1.9402, -0.0026, -0.0558], [-1.9406, -0.0007, -0.0063], [-1.2451, -2.6724, 3.9745], [0.0247, 0.4584, 1.8770], [-1.2290, -2.4741, 2.5932], [-0.0038, 1.9215, -0.3572], [-0.0175, -2.4035, 1.9525], [1.1755, -2.5144, 2.6217], [1.1529, -2.7128, 4.0022], [-0.0564, -2.7946, 4.6784], [-0.0060, -1.5989, -4.8946], [-0.0091, -0.3612, -5.1899], [-0.0714, -2.9479, 5.7679], [2.1477, -2.4330, 2.1034], [-0.9443, 0.2052, -5.4494], [-2.2101, -2.7318, 4.5102], [0.9258, -2.2262, -4.8930], [-0.8388, -2.4297, 0.0138], [-0.9383, -2.2253, -4.8696], [2.1021, -2.8046, 4.5609], [-2.1856, -2.3600, 2.0523], [0.8614, -2.4330, 0.0385], [0.9198, 0.2042, -5.4728]], "molar_mass_g_mol": 278.2, "total_charge": 3, "homo_lumo_gap_ev": [3.730, 2.374], "total_energy_ev": -42965.0733}

***

Entry 4:
{"formula": "C12H12BO5", "method": "ωB97M-V/def2-TZVPD", "symbols": ["O", "O", "O", "O", "O", "C", "C", "C", "C", "C", "C", "C", "C", "C", "C", "C", "C", "B", "H", "H", "H", "H", "H", "H", "H", "H", "H", "H", "H", "H"], "coordinates": [[0.8631, 3.5482, -4.3641], [-0.0506, -0.1557, 3.5276], [-1.6176, 2.0847, -1.1690], [3.4898, 1.5939, 0.9108], [3.2590, -0.4331, 2.5513], [0.6461, 1.1735, -0.1027], [-0.0676, -0.2362, 2.1889], [-1.7208, -0.3308, -0.0748], [-0.9679, 1.0908, -0.5321], [-2.8734, -1.0513, -0.9929], [3.7157, -1.5809, 1.7117], [-1.2597, -1.0628, 1.3566], [-3.0340, -3.2208, 0.9526], [-0.3130, 3.8930, -3.8616], [-1.8915, -2.4899, 1.9002], [1.0550, 0.5133, 1.2014], [-3.5119, -2.4784, -0.4662], [2.6851, 0.5613, 1.5933], [1.4620, 1.7184, -0.7822], [3.4941, -2.6313, 2.2341], [3.0046, -1.5597, 0.7542], [-4.3471, -3.0192, -1.1084], [3.5996, 1.2396, -0.0412], [4.8380, -1.5027, 1.3864], [-1.5167, -2.9445, 2.9321], [-3.1991, -0.5454, -2.0229], [-0.3114, 4.4674, -2.9197], [-1.0106, 3.0783, -3.6028], [-0.9634, 4.5279, -4.4870], [-3.4558, -4.2474, 1.3263]], "molar_mass_g_mol": 247.0, "total_charge": -1, "homo_lumo_gap_ev": 2.857, "total_energy_ev": -23539.6265}

***

Entry 5:
{"formula": "C12H12IrN6O6STe", "method": "ωB97M-V/def2-TZVPD", "symbols": ["Ir", "Te", "S", "O", "O", "O", "O", "O", "O", "N", "N", "N", "N", "N", "N", "C", "C", "C", "C", "C", "C", "C", "C", "C", "C", "C", "C", "H", "H", "H", "H", "H", "H", "H", "H", "H", "H", "H", "H"], "coordinates": [[0.5673, -0.0987, 0.7364], [-1.7197, 4.2800, -0.3861], [0.0551, 6.9452, -1.2024], [0.7915, -2.5360, 0.4306], [-0.9815, 1.5452, 0.4771], [2.3741, 0.2416, -1.0180], [-3.0095, 2.0549, -0.2147], [-0.2708, -4.3633, -0.2857], [4.4268, 0.1842, -0.3536], [-1.3612, -1.0302, 0.0031], [3.2433, 0.1584, -0.1670], [4.7462, -0.2081, 2.2484], [2.7275, 0.0391, 1.0717], [2.6811, -0.2329, 3.3066], [1.2773, -0.2545, 3.2293], [-2.3981, -0.2323, -0.2158], [-2.6140, -2.8916, -0.8067], [1.2959, 5.0839, 0.1165], [-0.2025, -3.0951, -0.0170], [-3.7154, -2.0653, -1.0031], [0.0454, 5.3759, -0.4079], [-1.4538, -2.3295, -0.2852], [2.2264, 6.0932, -0.1186], [-2.1324, 1.2357, 0.0416], [-3.6121, -0.7130, -0.7041], [1.6936, 7.1546, -0.8216], [3.4307, -0.1412, 2.1942], [0.8694, 0.5181, 3.7568], [5.2500, -0.3465, 3.1105], [2.2013, 8.0529, -1.1221], [0.5451, -4.8606, -0.0917], [3.2494, 6.0668, 0.2083], [-4.4295, -0.0219, -0.8517], [0.9211, -1.1349, 3.6010], [-2.6380, -3.9437, -1.0442], [1.5025, 4.1678, 0.6426], [5.2703, -0.1334, 1.3771], [3.1360, -0.3503, 4.2061], [-4.6290, -2.4767, -1.4041]], "de_lowest_ev": 0.000, "molar_mass_g_mol": 688.1, "total_charge": 2, "homo_lumo_gap_ev": [7.755, 6.728], "total_energy_ev": -54810.7318, "spin_multiplicity": 6}

***

Entry 6:
{"formula": "C12H12N2O2", "method": "ωB97M-V/def2-TZVPD", "symbols": ["O", "O", "N", "N", "C", "C", "C", "C", "C", "C", "C", "C", "C", "C", "C", "C", "H", "H", "H", "H", "H", "H", "H", "H", "H", "H", "H", "H"], "coordinates": [[4.7425, -0.1451, 2.7079], [0.8941, -0.1454, 5.1553], [4.9002, -0.1415, 4.9713], [2.7706, -0.1457, 3.8912], [0.4332, -1.3840, 1.3452], [-0.9232, 1.4023, 1.2814], [-0.9203, -1.6802, 1.2838], [-2.0094, -0.8263, 1.2731], [2.9963, -0.1423, 6.3239], [-2.0128, 0.5531, 1.2713], [0.4253, 1.0954, 1.3440], [4.1192, -0.1443, 3.7724], [4.3377, -0.1407, 6.2029], [1.0347, -0.1419, 1.4605], [6.3440, -0.1390, 4.8594], [2.1486, -0.1445, 5.1140], [1.1208, -2.2351, 1.2833], [6.7554, -0.1384, 5.8782], [6.6883, -1.0339, 4.3117], [-1.1582, -2.7460, 1.2074], [-2.9857, -1.3115, 1.2145], [-2.9914, 1.0300, 1.2083], [-1.1530, 2.4671, 1.2020], [2.1202, -0.1403, 1.6074], [2.5255, -0.1423, 7.3004], [5.0665, -0.1387, 7.0161], [1.1150, 1.9417, 1.2876], [6.6851, 0.7575, 4.3122]], "de_lowest_ev": 4.127, "molar_mass_g_mol": 216.2, "total_charge": 0, "homo_lumo_gap_ev": 5.057, "total_energy_ev": -19711.2071}